C4H6N2 | ωB97M-V with the def2-TZVPD basis set

charge	0
max |F|	0.58	eV/A
HOMO energy	-8.149	eV
electronic energy	-7222.4087	eV
Kohn-Sham gap	9.08	eV

Last column: natural (NBO) charge in e.
Cartesian coordinates (Å):
N 0.985 1.029 0.424  -0.30
N -1.656 -1.116 -1.038  -0.60
C 0.715 -1.108 -0.555  -0.56
C -0.738 -1.060 -0.164  0.13
C 1.546 0.059 -0.076  0.19
C 0.475 2.100 0.881  -0.24
H 0.787 -1.132 -1.649  0.26
H -2.573 -1.061 -0.592  0.34
H -0.932 -0.950 0.913  0.15
H 0.194 2.887 0.189  0.20
H 1.185 -2.030 -0.193  0.25
H 0.325 2.214 1.949  0.20


C4H6N2 | ωB97M-V with the def2-TZVPD basis set

charge	0
max |F|	6.95	eV/A
HOMO energy (spin up / spin down)	-8.004 / -7.210	eV
SMILES string	C=C1N2N[C@]12C
electronic energy	-7216.9341	eV
Kohn-Sham gap (spin up / spin down)	8.33 / 7.31	eV

Last column: natural (NBO) charge in e.
Cartesian coordinates (Å):
N 0.387 1.453 0.311  -0.23
N 1.424 1.161 -0.685  -0.44
C -2.449 0.490 0.432  -0.50
C 0.972 -1.249 0.065  -0.65
C -0.752 0.869 -0.256  0.20
C 0.493 0.105 -0.390  0.18
H 1.266 -1.346 1.147  0.25
H 1.881 -1.384 -0.512  0.22
H 0.251 -2.002 -0.206  0.24
H -2.813 -0.477 -0.049  0.19
H 2.386 1.046 -0.372  0.37
H -3.047 1.333 0.516  0.17


C4H6N2 | ωB97M-V with the def2-TZVPD basis set

charge	0
max |F|	0.71	eV/A
HOMO energy	-8.961	eV
electronic energy	-7220.3041	eV
Kohn-Sham gap	9.97	eV

Last column: natural (NBO) charge in e.
Cartesian coordinates (Å):
N 1.622 1.082 0.187  0.00
N 2.536 0.243 0.186  -0.49
C 0.594 1.671 0.280  -0.04
C -0.653 -0.975 -0.111  0.00
C -1.996 -0.407 0.016  -0.69
C 0.386 -1.575 -0.221  -0.28
H -2.096 0.549 -0.505  0.23
H 2.940 0.192 -0.751  0.34
H 0.328 2.678 0.546  0.22
H -2.250 -0.246 1.069  0.23
H 1.310 -2.101 -0.291  0.24
H -2.720 -1.111 -0.405  0.23


C4H6N2 | ωB97M-V with the def2-TZVPD basis set

charge	0
max |F|	2.85	eV/A
HOMO energy	-8.977	eV
SMILES string	C=C1CN2N[C@@H]12
electronic energy	-7221.0078	eV
Kohn-Sham gap	9.98	eV

Last column: natural (NBO) charge in e.
Cartesian coordinates (Å):
N -2.056 -0.522 -0.543  -0.45
N -1.804 0.334 0.567  -0.21
C -0.571 1.155 0.132  -0.29
C -1.031 -0.915 0.459  -0.01
C 0.206 -0.227 0.154  -0.03
C 1.506 -0.527 0.076  -0.43
H -0.189 1.664 1.071  0.22
H -1.193 -1.858 1.147  0.21
H -1.606 -0.406 -1.460  0.35
H 2.125 0.363 -0.080  0.19
H 2.108 -1.332 0.477  0.22
H -0.666 1.692 -0.863  0.22


C4H6N2 | ωB97M-V with the def2-TZVPD basis set

charge	0
max |F|	4.86	eV/A
HOMO energy	-9.270	eV
SMILES string	[H]/N=C\[C@@H]1C/C1=N\[H]
electronic energy	-7221.4574	eV
Kohn-Sham gap	9.74	eV

Last column: natural (NBO) charge in e.
Cartesian coordinates (Å):
N -2.239 -0.521 0.098  -0.56
N -0.257 1.829 -0.044  -0.64
C 1.503 -0.052 0.186  -0.49
C 0.223 -0.620 -0.590  -0.37
C 0.261 0.666 -0.043  0.30
C -1.070 -0.954 0.360  0.14
H 2.318 0.402 -0.366  0.24
H -0.916 -1.789 1.055  0.18
H 1.787 -0.595 1.082  0.23
H 0.412 2.521 0.299  0.35
H -2.203 0.296 -0.531  0.36
H 0.178 -1.183 -1.507  0.26


C4H6N2 | ωB97M-V with the def2-TZVPD basis set

charge	0
max |F|	0.72	eV/A
HOMO energy	-7.768	eV
electronic energy	-7218.9963	eV
Kohn-Sham gap	8.07	eV

Last column: natural (NBO) charge in e.
Cartesian coordinates (Å):
N -0.229 1.501 1.087  -0.53
N 1.062 -1.366 0.201  -0.20
C 0.667 1.229 2.002  -0.15
C -0.486 0.643 -0.029  -0.32
C 0.231 -0.489 -0.113  0.24
C 0.100 -1.569 -1.347  -0.53
H 0.410 -0.983 -2.211  0.24
H 0.639 -2.516 -1.337  0.30
H -1.222 0.936 -0.762  0.22
H 0.624 2.068 2.726  0.11
H -0.970 -1.782 -1.303  0.25
H -0.826 2.328 1.086  0.38


C4H6N2 | ωB97M-V with the def2-TZVPD basis set

charge	0
max |F|	5.40	eV/A
HOMO energy	-9.826	eV
SMILES string	[H]/N=C/C1=N[C@H]1C
electronic energy	-7221.7585	eV
Kohn-Sham gap	10.09	eV

Last column: natural (NBO) charge in e.
Cartesian coordinates (Å):
N 2.762 0.294 -0.631  -0.58
N 0.068 -1.816 0.563  -0.31
C -0.402 -0.956 -0.525  -0.15
C 2.237 -0.189 0.437  0.10
C -1.428 0.036 -0.131  -0.65
C 0.776 -0.820 0.249  0.20
H -2.585 -0.191 -0.063  0.22
H 3.639 0.658 -0.656  0.35
H -1.315 0.346 0.965  0.22
H 2.665 -0.209 1.460  0.18
H -0.239 -1.466 -1.484  0.20
H -1.401 1.009 -0.576  0.22


C4H6N2 | ωB97M-V with the def2-TZVPD basis set

charge	0
max |F|	1.71	eV/A
HOMO energy	-9.007	eV
SMILES string	Cc1cn[nH]c1
electronic energy	-7222.7246	eV
Kohn-Sham gap	9.43	eV

Last column: natural (NBO) charge in e.
Cartesian coordinates (Å):
N 2.038 -0.240 -0.293  -0.48
N 1.773 1.144 -0.091  -0.25
C 0.497 1.240 0.129  -0.01
C -1.669 -0.344 0.269  -0.64
C 0.750 -0.783 -0.523  -0.03
C -0.219 -0.016 0.036  -0.09
H 0.049 2.218 0.236  0.20
H -2.251 -0.232 -0.648  0.23
H 0.649 -1.356 -1.434  0.22
H -1.788 -1.380 0.614  0.23
H 2.296 -0.541 0.667  0.39
H -2.125 0.290 1.039  0.23